44
Properties=species:S:1:pos:R:3:nbo_charge:R:1 method="wB97M-V/def2-TZVPD" de_lowest_kcal_mol=14.5 total_charge=0 homo_energy_ev=-7.9 gap_ha=0.3038 smiles="COc1cc(/C=N/NC(=O)CSc2cc(C)c(Br)cc2C)ccc1O"
C 3.52012 2.66110 -1.76600 -0.25
H 4.23233 3.12389 -2.44721 0.20
O 4.24128 1.66484 -1.08079 -0.53
C 3.57248 0.92481 -0.13545 0.29
C 2.24396 1.06168 0.19793 -0.28
C 1.67591 0.24001 1.18145 -0.12
C 2.46324 -0.71354 1.82037 -0.17
C 3.79646 -0.85448 1.48729 -0.27
C 4.36345 -0.04641 0.51443 0.27
O 5.66883 -0.18670 0.19197 -0.66
H 5.87800 0.45293 -0.50356 0.50
H 4.41791 -1.59261 1.96699 0.23
H 2.03038 -1.35367 2.57395 0.21
C 0.27235 0.36338 1.48794 0.06
N -0.46562 1.19468 0.87067 -0.22
N -1.78392 1.22632 1.13005 -0.45
C -2.63833 1.94175 0.33146 0.66
O -2.27149 2.73522 -0.49699 -0.57
C -4.08604 1.56928 0.56110 -0.61
H -4.73865 2.40405 0.31549 0.26
H -4.28181 1.21294 1.57208 0.21
S -4.55451 0.24331 -0.63375 0.23
C -3.05930 -0.74722 -0.59436 -0.20
C -2.04986 -0.41220 -1.48475 -0.13
C -0.82739 -1.06598 -1.47757 -0.08
C -0.67293 -2.09491 -0.55220 -0.06
C -1.68217 -2.45748 0.31868 -0.20
C -2.90094 -1.78763 0.31737 -0.04
C -3.96977 -2.18720 1.28592 -0.65
H -4.11412 -3.26523 1.26020 0.23
H -3.68722 -1.91629 2.30413 0.21
H -4.91025 -1.70083 1.04091 0.24
H -1.52312 -3.26786 1.01486 0.22
Br 0.97776 -3.04720 -0.46602 0.06
C 0.27419 -0.67344 -2.40421 -0.63
H -0.02522 0.17272 -3.01585 0.22
H 1.16141 -0.40201 -1.83095 0.23
H 0.54022 -1.50670 -3.05514 0.23
H -2.21444 0.39800 -2.17857 0.23
H -2.16267 0.56776 1.81598 0.37
H -0.13741 -0.31471 2.24992 0.16
H 1.60322 1.78898 -0.27202 0.25
H 3.13019 3.41522 -1.07665 0.18
H 2.69348 2.23142 -2.33913 0.18

---

42
Properties=species:S:1:pos:R:3:nbo_charge:R:1 method="wB97M-V/def2-TZVPD" total_charge=0 homo_energy_ev="-6.8 / -6.8" gap_ha="0.1954 / 0.1954"
C 1.49656 1.21482 3.12105 -0.53
C 1.34303 -1.49599 3.14646 -0.50
H 2.42238 0.95091 2.65071 0.17
H 1.11604 0.64772 3.96764 0.19
H 0.72665 1.63400 2.42490 0.17
H 1.22681 -1.77049 2.06595 0.14
H 2.22592 -0.96528 3.40668 0.17
H 0.45153 -1.34951 3.69612 0.18
C 0.69057 2.58540 -1.98555 0.07
C 0.97152 3.39931 -3.09310 -0.23
C 0.92028 2.75884 -4.33782 -0.15
C 0.67689 1.35647 -4.46976 -0.20
H 0.79095 2.97523 -0.97185 0.22
H 1.17811 4.47358 -2.98766 0.24
H 1.07738 3.35877 -5.25623 0.23
H 0.63632 0.87157 -5.43422 0.22
N 0.32652 1.29223 -2.16172 -0.56
C 0.41321 0.57349 -3.30388 0.17
C 0.27307 -0.95869 -3.29877 0.18
N 0.12395 -1.64954 -2.13352 -0.57
C 0.17510 -2.96894 -1.95655 0.07
C 0.23719 -3.21113 -4.31072 -0.15
C 0.21643 -3.84932 -3.05371 -0.22
H 0.18644 -3.37182 -0.92747 0.22
H 0.20347 -4.93812 -2.93078 0.24
C 0.27955 -1.79952 -4.46062 -0.20
H 0.27477 -1.32147 -5.43409 0.22
H 0.21116 -3.84909 -5.21558 0.23
Ca 0.71171 -0.18809 -0.52551 1.67
I 3.63506 -0.33270 -0.52097 -0.87
S -1.82281 -0.05094 0.69056 -0.58
C -2.03690 0.25191 2.33702 -0.15
C -2.15844 -0.82921 3.27483 -0.26
C -2.15679 -0.56457 4.64228 -0.21
C -2.08146 0.75556 5.14819 -0.26
C -2.12619 1.81696 4.21876 -0.20
C -2.12731 1.59482 2.83893 -0.26
H -2.20229 -1.82459 2.88428 0.21
H -2.19721 -1.40194 5.34293 0.21
H -2.00495 0.93608 6.18700 0.21
H -2.14175 2.84563 4.58683 0.21
H -2.16247 2.39767 2.13895 0.21

---

45
Properties=species:S:1:pos:R:3:nbo_charge:R:1 method="wB97M-V/def2-TZVPD" de_lowest_kcal_mol=49.2 total_charge=0 homo_energy_ev=-7.9 gap_ha=0.2886 smiles=Fc1ccc(N2CCN(CCSc3nnc4ccccn34)CC2)c(F)c1
F -6.54760 1.10384 2.00890 -0.33
F -2.32546 2.01101 4.05310 -0.32
N 4.77941 -0.46228 -1.11420 -0.27
N 4.45912 -1.04493 -2.29384 -0.26
S 4.52425 1.82531 0.28490 0.28
C 4.38592 0.77918 -1.04022 0.09
C 3.59057 -0.12836 -2.77104 0.27
C 2.72364 -0.16468 -3.86885 -0.21
C 2.00416 0.97003 -4.30580 -0.20
C 2.08750 2.21624 -3.61379 -0.25
C 3.01078 2.30678 -2.53757 0.00
C -4.60629 -0.04908 1.24860 -0.28
C -4.43532 1.53271 3.02827 -0.34
C -3.19312 -0.15254 1.18621 -0.22
C -5.20264 0.87666 2.09185 0.37
C -2.99614 1.32382 3.10726 0.39
C -2.33441 0.52651 2.12575 0.10
N 3.65931 1.12321 -2.15674 -0.35
N -0.90482 0.34210 2.09023 -0.47
N 1.78121 -0.16972 2.28223 -0.46
C 3.88452 0.58341 1.38584 -0.55
C 2.57805 -0.11644 1.05270 -0.24
C -0.45014 -0.98182 1.62290 -0.23
C -0.05280 1.53327 2.11077 -0.23
C 0.75443 -1.23543 2.47556 -0.22
C 1.26205 1.07030 2.79916 -0.23
H 2.47993 -1.04774 -4.50287 0.24
H 1.27569 0.82557 -5.07310 0.22
H 1.62023 3.11239 -4.00616 0.23
H 3.19199 3.29559 -2.04653 0.25
H -5.38747 -0.36900 0.50995 0.24
H -5.00103 2.04020 3.80027 0.24
H -2.71114 -0.69273 0.40072 0.22
H 3.85837 1.03308 2.37628 0.24
H 4.66948 -0.16932 1.47992 0.24
H 2.73068 -1.10744 0.60759 0.23
H 2.06752 0.61002 0.35918 0.16
H -0.30688 -0.98994 0.54345 0.18
H -1.20389 -1.73178 1.91472 0.21
H 0.14620 1.87311 1.09119 0.17
H -0.57586 2.40109 2.66346 0.23
H 1.27820 -2.23484 2.28172 0.20
H 0.26645 -1.43763 3.43268 0.22
H 1.92160 1.93812 2.85272 0.20
H 1.05675 0.84510 3.87560 0.21